(1)
Below is C4H8N2O in the gas phase, with properties calculated with ωB97M-V/def2-TZVPD.

As for the molar mass: 100.1 g/mol. As for the LUMO energy: 0.998 eV. The calculation puts the strongest force on any atom at 0.67 eV/A. The calculation puts the relative energy (zero: lowest compared OMol25 entry of this formula, charge and spin) at 82.6 kcal per mole. The SMILES is C[C@H]1NC/C1=N\O.

CARTESIAN COORDINATES (ANGSTROEM)
C -0.027 1.632 -1.149
C 0.589 0.328 -0.672
N 1.347 0.445 0.608
C 0.517 -0.597 1.267
C -0.327 -0.649 0.024
N -1.410 -1.201 -0.317
O -1.846 -2.022 0.732
H 0.757 2.339 -1.440
H -0.611 2.083 -0.341
H -0.684 1.460 -2.009
H 1.160 -0.151 -1.480
H 2.320 0.174 0.517
H -0.012 -0.243 2.160
H 1.025 -1.539 1.511
H -2.798 -2.061 0.591

Forces on atoms 1 to 2 (eV/Å):
C -0.015 0.019 -0.017
C -0.077 0.059 -0.283

The computed Löwdin charges, all in e, follow:
1. C -0.06
2. C -0.33
3. N -0.01
4. C -0.12
5. C -0.27
6. N 0.05
7. O -0.07
8. H 0.07
9. H 0.08
10. H 0.08
11. H 0.14
12. H 0.10
13. H 0.12
14. H 0.12
15. H 0.09

***

(2)
Below is C5H7NO in the gas phase in a non-equilibrium geometry, with properties calculated with ωB97M-V/def2-TZVPD.

As for the molar mass: 97.1 g/mol. As for the LUMO energy: 0.913 eV. The calculation puts the strongest force on any atom at 1.88 eV/A. The calculation puts the relative energy (zero: lowest compared OMol25 entry of this formula, charge and spin) at 58.9 kcal per mole. The SMILES is [H]/N=C1\OC[C@H]2C[C@@H]12.

CARTESIAN COORDINATES (ANGSTROEM)
H 2.508 -2.149 0.160
N 1.591 -1.897 0.506
C 1.113 -0.743 0.239
O 1.562 0.393 -0.349
C 0.254 1.562 -0.284
C -0.876 0.779 0.267
C -1.262 -0.417 -0.545
C -0.317 -0.602 0.584
H 0.338 1.709 -1.342
H 0.352 2.540 0.244
H -1.542 1.203 1.019
H -0.850 -0.430 -1.551
H -2.251 -0.834 -0.428
H -0.621 -1.114 1.481

Forces on atoms 1 to 2 (eV/Å):
H 0.351 0.598 0.033
N 0.235 0.584 -0.658

The computed Löwdin charges, all in e, follow:
1. H 0.04
2. N 0.14
3. C -0.48
4. O -0.02
5. C 0.05
6. C -0.23
7. C -0.06
8. C -0.19
9. H 0.10
10. H 0.12
11. H 0.14
12. H 0.12
13. H 0.11
14. H 0.14

***

(3)
Below is C4H7NO2 in the gas phase, with properties calculated with ωB97M-V/def2-TZVPD.

As for the molar mass: 101.1 g/mol. As for the LUMO energy: 0.872 eV. The calculation puts the strongest force on any atom at 0.61 eV/A. The calculation puts the relative energy (zero: lowest compared OMol25 entry of this formula, charge and spin) at 92.5 kcal per mole. The SMILES is C[C@]1(C=O)CN1O.

CARTESIAN COORDINATES (ANGSTROEM)
C 0.803 -0.735 1.299
C 0.189 0.023 0.141
C 1.195 0.710 -0.741
O 2.163 1.241 -0.245
C -1.061 0.884 0.036
N -1.097 -0.520 -0.250
O -1.321 -0.848 -1.602
H 1.124 -1.700 0.883
H 1.683 -0.233 1.704
H 0.080 -0.947 2.087
H 0.979 0.812 -1.820
H -1.060 1.511 -0.863
H -1.630 1.282 0.870
H -2.048 -1.479 -1.499

Forces on atoms 1 to 2 (eV/Å):
C -0.022 0.072 0.090
C 0.219 -0.058 0.094

The computed Löwdin charges, all in e, follow:
1. C -0.01
2. C -0.40
3. C -0.20
4. O 0.06
5. C -0.04
6. N -0.10
7. O -0.03
8. H 0.09
9. H 0.08
10. H 0.08
11. H 0.14
12. H 0.12
13. H 0.11
14. H 0.10

***

(4)
Below is 2 unconnected molecules or ions with the total composition C5H7N2S in a non-equilibrium geometry, with properties calculated with ωB97M-V/def2-TZVPD.

As for the molar mass: 127.2 g/mol. As for the LUMO energy (alpha / beta): -6.459 / -6.459 eV. The calculation puts the strongest force on any atom at 9.62 eV/A. The calculation puts the relative energy (zero: lowest compared OMol25 entry of this formula, charge and spin) at 136.0 kcal per mole. Its charge is +1.

CARTESIAN COORDINATES (ANGSTROEM)
C 0.560 -0.988 -0.203
C -0.560 -1.660 -0.256
C -1.072 0.447 0.103
C -2.881 -1.163 -0.077
C 1.279 1.374 0.087
N 0.241 0.328 -0.069
N -1.581 -0.800 0.013
S -4.485 0.657 0.223
H 1.661 -1.273 -0.339
H -0.906 -2.730 -0.176
H -1.584 1.412 0.272
H -3.301 -1.999 -0.425
H 1.537 1.557 -0.924
H 0.907 2.274 0.515
H 2.091 1.048 0.731

Forces on atoms 1 to 2 (eV/Å):
C 4.391 -0.585 -1.156
C -1.504 -4.292 1.000

The computed Löwdin charges, all in e, follow:
1. C -0.01
2. C -0.01
3. C 0.02
4. C 0.02
5. C 0.06
6. N -0.06
7. N -0.11
8. S 0.22
9. H 0.19
10. H 0.18
11. H 0.16
12. H 0.03
13. H 0.10
14. H 0.10
15. H 0.12

***

(5)
Below is C5H2FNO in the gas phase in a non-equilibrium geometry, with properties calculated with ωB97M-V/def2-TZVPD.

Its spin multiplicity is 3. As for the molar mass: 111.1 g/mol. As for the LUMO energy (alpha / beta): 0.135 / -1.928 eV. The calculation puts the strongest force on any atom at 8.85 eV/A.

CARTESIAN COORDINATES (ANGSTROEM)
C -1.566 0.449 -0.071
C 0.819 0.457 -0.001
C 1.135 -0.900 0.395
C -1.036 -1.620 -0.160
C -0.373 1.216 -0.161
N -2.603 -0.127 -0.168
O 0.090 -1.703 0.116
F -0.256 2.506 -0.399
H 1.650 1.086 0.077
H 2.140 -1.364 0.372

Forces on atoms 1 to 2 (eV/Å):
C -1.230 -0.268 -0.810
C 0.226 -0.423 1.525

The computed Löwdin charges, all in e, follow:
1. C -0.23
2. C 0.02
3. C -0.02
4. C 0.04
5. C -0.24
6. N 0.13
7. O -0.05
8. F 0.12
9. H 0.09
10. H 0.14

***

(6)
Below is C2H4N4O in the gas phase, with properties calculated with ωB97M-V/def2-TZVPD.

As for the molar mass: 100.1 g/mol. As for the LUMO energy: 0.376 eV. The calculation puts the strongest force on any atom at 0.70 eV/A. The calculation puts the relative energy (zero: lowest compared OMol25 entry of this formula, charge and spin) at 72.1 kcal per mole.

CARTESIAN COORDINATES (ANGSTROEM)
N 2.240 0.299 -0.062
C 0.814 0.009 -0.028
N 1.513 -1.061 -0.129
N -1.327 -1.366 -0.041
C -1.378 -0.099 0.045
O -2.523 0.613 0.132
N -0.242 0.719 0.060
H 2.749 0.494 0.795
H 2.684 0.613 -0.920
H -2.260 -1.767 -0.037
H -2.271 1.546 0.184

Forces on atoms 1 to 2 (eV/Å):
N 0.478 0.508 0.021
C 0.256 -0.485 -0.044

The computed Löwdin charges, all in e, follow:
1. N 0.11
2. C -0.50
3. N 0.20
4. N 0.14
5. C -0.58
6. O 0.06
7. N 0.13
8. H 0.14
9. H 0.14
10. H 0.05
11. H 0.10